ORCA calculation (the ωB97M-V functional and the def2-TZVPD basis) on a molecular structure, C50H43BF4N4O7SW at a distorted geometry.

Each line ends with the Mulliken spin population.
CARTESIAN COORDINATES (ANGSTROEM)
W1 -0.6295 0.2647 -1.0394  1.665
S1 -1.6438 -2.1462 -0.4679  -0.058
F1 -4.5259 0.4854 -3.0978  0.002
F2 -4.3560 -1.5638 -2.0174  0.000
F3 -3.1204 -1.2146 -3.9064  -0.001
F4 -2.5747 0.1230 -2.0115  0.090
O1 -1.4702 1.6843 -0.1826  -0.107
O2 1.3029 -1.8437 -3.9596  0.020
O3 -0.2811 0.9202 3.9950  0.001
O4 -2.3722 1.7972 3.4672  0.002
O5 0.5309 -0.0823 0.5422  0.081
O6 1.1117 1.5075 -1.2736  0.039
O7 0.2447 -0.8895 -2.2373  0.052
N1 -0.7512 1.7404 -3.1438  0.035
N2 7.9979 -5.2090 -1.1599  0.000
N3 -0.2434 1.8419 -5.3218  0.000
N4 7.5036 -6.0681 -0.2173  0.000
C1 -1.0515 -1.8355 2.7815  0.019
C2 4.2992 1.1380 -3.0309  -0.002
C3 0.7220 -3.9065 2.4249  -0.002
C4 3.7770 1.8982 1.8934  -0.002
C5 -2.1922 4.4566 2.1358  0.010
C6 8.3987 -5.8245 -2.2749  0.000
C7 0.2641 -1.5083 2.4812  -0.025
C8 -1.6111 1.6563 -5.2131  0.002
C9 -0.3225 1.0845 2.5953  0.011
C10 -4.5789 3.1447 0.8723  -0.003
C11 -5.4722 0.6689 -0.0181  0.007
C12 2.0078 0.3334 2.2945  0.025
C13 -1.0523 4.2074 -0.0201  0.003
C14 -5.8314 2.9945 0.3347  -0.001
C15 -0.8775 5.6398 0.0013  0.003
C16 4.0122 0.2863 3.6619  0.000
C17 -1.5567 1.4605 4.5789  0.000
C18 3.9794 1.7259 -4.2348  0.003
C19 0.4076 -1.8785 -3.1545  0.005
C20 -2.5882 -4.8870 -3.1532  0.001
C21 -1.0911 6.3539 1.1546  -0.001
C22 -1.5557 -3.0607 -1.9209  0.021
C23 3.3173 0.9219 -2.1072  -0.001
C24 -0.5865 -2.9564 -3.0026  -0.006
C25 7.6193 -7.2843 -0.8139  0.000
C26 -1.7488 5.7562 2.2516  0.001
C27 0.5590 -0.1043 1.9394  0.012
C28 1.9278 1.3062 -2.2990  0.052
C29 -2.1900 0.3903 5.3666  0.001
C30 8.0974 -7.1892 -2.1633  0.000
C31 -1.1200 2.6440 5.4879  0.000
C32 -1.8280 1.2609 2.2449  0.033
C33 -1.9297 1.8054 -3.8838  0.009
C34 0.2600 1.8569 -4.0439  0.009
C35 2.5286 1.3300 1.5098  -0.006
C36 4.4874 1.4107 3.0010  0.000
C37 1.5905 1.6502 -3.6595  -0.004
C38 -0.5892 -4.2312 2.6891  0.002
C39 1.1821 -2.5469 2.2985  0.026
C40 2.6399 1.8927 -4.6116  -0.006
C41 -2.1963 2.1684 0.9612  0.019
C42 -1.4529 -3.1510 3.0045  0.002
C43 -2.5372 -4.0290 -2.0626  0.007
C44 -6.3077 1.7818 -0.1270  0.002
C45 -4.1635 0.8045 0.3997  0.028
C46 -0.5596 -3.9744 -3.9553  0.004
C47 2.7083 -0.1580 3.4020  0.004
C48 -3.6804 2.0570 0.7606  -0.031
C49 -1.7627 3.6245 1.0434  -0.021
C50 -1.4861 -5.0038 -3.9966  0.000
B1 -3.7671 -0.6475 -2.8601  0.040
H1 -1.2444 -5.8400 -4.6536  0.000
H2 0.2637 -3.8601 -4.6669  0.000
H3 -7.2701 1.7079 -0.6412  0.000
H4 8.8019 -5.3222 -3.1102  0.000
H5 5.4450 1.8828 3.3058  0.000
H6 8.2986 -7.9910 -2.8835  0.000
H7 -2.4991 -0.4985 4.7334  0.000
H8 -2.9581 2.0139 -3.4537  -0.001
H9 -2.3201 0.3169 2.1511  -0.018
H10 5.3784 0.9567 -2.8902  0.000
H11 1.5084 -4.6516 2.3797  0.000
H12 0.2029 2.0340 2.4160  0.002
H13 -1.6988 -0.1088 6.2240  0.000
H14 -4.3164 4.1069 1.1998  0.000
H15 -0.5121 6.1304 -0.8907  0.000
H16 -2.8527 4.0366 2.9524  0.000
H17 -2.3305 1.4655 -6.0545  0.001
H18 -3.2968 -4.1037 -1.2479  0.001
H19 -0.6750 3.4681 4.8859  0.000
H20 2.0282 1.7213 0.6422  -0.009
H21 -0.3968 2.2423 6.1819  0.000
H22 -0.6820 3.6754 -0.9553  0.000
H23 -3.4585 -0.0284 0.4794  -0.016
H24 7.8951 -4.2220 -1.0255  0.000
H25 -3.4999 -5.3966 -3.2591  0.000
H26 -5.8220 -0.2587 -0.4159  0.001
H27 7.3532 -8.2240 -0.3464  0.000
H28 4.5950 -0.1070 4.5227  0.000
H29 -0.8908 -5.2980 2.6952  0.000
H30 4.7711 2.0831 -4.8623  0.000
H31 -1.7692 -1.0666 2.8847  -0.027
H32 3.4912 0.4924 -1.1458  0.001
H33 -6.5206 3.8733 0.4313  0.000
H34 -3.1409 0.7768 5.8095  0.000
H35 -1.9837 3.0173 6.1073  0.000
H36 -2.4851 -3.3688 3.3113  0.000
H37 2.1831 -0.7972 4.0794  0.000
H38 -1.8366 6.3211 3.2116  0.000
H39 0.4505 1.7596 -6.1209  -0.001
H40 2.2441 -2.3406 2.0449  -0.002
H41 -0.8295 7.3845 1.2410  0.000
H42 4.1648 2.7916 1.3915  0.000
H43 2.3928 2.3444 -5.5894  0.000

The charge is -2. The orbital gap (alpha / beta) comes out at 3.941 / 5.398 eV. As for the relative energy (zero: lowest compared OMol25 entry of this formula, charge and spin): 3.310 eV. For the total energy, the calculation gives -97054.2700 eV. Its spin multiplicity is 3. As for the highest occupied orbital energy (alpha / beta): -0.32 / -1.77 eV.